Record 1
Molecular formula: C29H31FeN4O3P2S
Method: DFT, ωB97M-V/def2-TZVPD

## Properties
LUMO (spin up / spin down): -0.0079 / -0.0135 hartree
Frontier orbital gap (spin up / spin down): 8.287 / 8.069 eV
E_HOMO (spin up / spin down): -8.50 / -8.44 eV

ORCA input file:
```
! RIJCOSX wB97M-V def2-TZVPD def2/J DEFGRID3
* xyz 0 2
Fe 0.41 0.33 -0.17
C -0.11 3.05 1.80
P -1.02 1.59 1.26
C -1.34 0.70 2.81
C -2.71 2.22 0.88
C -3.04 3.52 1.25
C -4.28 4.06 0.93
C -5.19 3.30 0.22
C -4.86 2.01 -0.14
C -3.63 1.45 0.18
P -3.19 -0.27 -0.28
C -4.73 -1.16 0.15
C -3.32 -0.22 -2.11
H -0.55 3.49 2.70
H -0.07 3.80 1.01
H 0.91 2.73 2.02
H -1.90 1.36 3.48
H -0.39 0.44 3.28
H -1.89 -0.21 2.62
H -2.33 4.14 1.78
H -4.51 5.08 1.23
H -6.15 3.72 -0.05
H -5.58 1.42 -0.70
H -5.63 -0.73 -0.31
H -4.86 -1.19 1.23
H -4.63 -2.19 -0.21
H -4.18 0.34 -2.45
H -3.38 -1.25 -2.46
H -2.41 0.21 -2.53
S 3.40 0.31 -3.44
C 3.95 -0.87 -2.28
C 5.09 -1.67 -2.34
C 5.35 -2.50 -1.27
C 4.50 -2.52 -0.15
C 3.37 -1.74 -0.11
C 3.09 -0.91 -1.18
N 2.01 -0.02 -1.30
C 2.08 0.66 -2.40
C 1.03 1.60 -2.61
C 0.91 2.35 -3.78
C -0.16 3.20 -3.94
C -1.10 3.28 -2.93
C -0.97 2.52 -1.76
C 0.11 1.66 -1.55
H 5.75 -1.63 -3.19
H 6.23 -3.12 -1.28
H 4.75 -3.15 0.69
H 2.73 -1.74 0.76
H 1.66 2.26 -4.56
H -0.27 3.78 -4.85
H -1.96 3.93 -3.04
H -1.75 2.65 -1.03
C 0.42 -3.81 0.39
C -0.46 -2.58 0.60
C -1.61 -2.93 1.53
O 0.31 -1.48 1.13
C -0.92 -2.10 -0.78
O -1.72 -2.75 -1.42
O -0.33 -1.02 -1.22
H 0.78 -4.20 1.34
H 1.28 -3.58 -0.25
H -0.16 -4.59 -0.10
H -1.24 -3.44 2.42
H -2.31 -3.59 1.01
H -2.14 -2.03 1.84
H 1.06 -1.78 1.64
N 6.08 -0.07 1.93
C 5.04 0.38 2.11
N 3.88 0.94 2.41
C 2.83 0.81 1.72
N 1.78 0.74 1.20
*
```

Record 2
Molecular formula: C5H5NO
Method: DFT, ωB97M-V/def2-TZVPD

## Properties
LUMO: 0.0099 hartree
Frontier orbital gap: 9.395 eV
E_HOMO: -9.13 eV

ORCA input file:
```
! RIJCOSX wB97M-V def2-TZVPD def2/J DEFGRID3
* xyz 0 1
C 0.88 2.80 -0.33
C 0.40 1.65 -0.45
C 0.08 0.24 -0.18
C 0.68 -0.45 0.98
C 0.50 -1.70 1.39
N -0.90 -0.20 -0.93
O -1.30 -1.49 -0.69
H 1.46 3.75 -0.24
H 1.21 0.26 1.69
H -0.08 -2.52 0.96
H 0.92 -1.95 2.46
H -2.07 -1.44 -1.35
*
```

Record 3
Molecular formula: C5H9Cl2O2P
Method: DFT, ωB97M-V/def2-TZVPD

## Properties
LUMO: 0.0085 hartree
Frontier orbital gap: 9.803 eV
E_HOMO: -9.57 eV

ORCA input file:
```
! RIJCOSX wB97M-V def2-TZVPD def2/J DEFGRID3
* xyz 0 1
C -0.16 -1.87 0.19
C -0.36 -0.42 0.65
C 0.32 -0.24 1.96
O 1.09 -1.08 2.36
C -1.71 0.21 0.39
Cl -1.55 2.01 0.51
P 1.12 0.99 -0.24
C 0.56 1.18 -2.02
O 1.55 2.18 0.42
Cl 2.61 -0.34 -0.54
H 0.53 -2.41 0.91
H 0.12 -2.02 -0.91
H -1.19 -2.28 0.29
H 0.00 0.81 2.41
H -2.33 -0.22 1.26
H -2.22 -0.04 -0.49
H -0.33 1.76 -2.23
H 1.39 1.67 -2.58
H 0.57 0.12 -2.34
*
```

Record 4
Molecular formula: C21H27Br2N5OSV
Method: DFT, ωB97M-V/def2-TZVPD

## Properties
LUMO (spin up / spin down): -0.1354 / -0.1270 hartree
Frontier orbital gap (spin up / spin down): 6.628 / 6.875 eV
E_HOMO (spin up / spin down): -10.31 / -10.33 eV

ORCA input file:
```
! RIJCOSX wB97M-V def2-TZVPD def2/J DEFGRID3
* xyz 1 3
V 1.13 -0.66 -0.72
C 3.61 -0.66 -3.07
C 4.09 -0.66 -1.65
C 5.43 -0.66 -1.34
C 5.79 -0.66 0.00
C 4.81 -0.66 1.02
C 5.13 -0.66 2.39
Br 6.92 -0.66 3.05
C 4.13 -0.66 3.35
C 2.79 -0.66 2.94
Br 1.51 -0.66 4.38
C 2.39 -0.66 1.58
O 1.15 -0.66 1.23
C 3.44 -0.66 0.62
N 3.13 -0.66 -0.70
H 4.44 -0.66 -3.78
H 3.00 0.23 -3.25
H 3.00 -1.55 -3.25
H 6.19 -0.66 -2.12
H 6.85 -0.66 0.24
H 4.37 -0.66 4.40
N -0.84 -2.27 -3.22
C -1.29 -2.13 -1.93
S -0.27 -2.62 -0.72
N -2.53 -1.54 -1.89
C -3.45 -1.33 -0.85
C -4.54 -0.48 -1.13
C -5.52 -0.21 -0.17
C -5.43 -0.79 1.09
C -4.37 -1.64 1.38
C -3.39 -1.91 0.42
H 0.03 -2.77 -3.32
H -1.51 -2.42 -3.96
H -2.78 -1.09 -2.76
H -4.63 -0.01 -2.11
H -6.35 0.45 -0.41
H -6.19 -0.58 1.84
H -4.30 -2.11 2.36
H -2.61 -2.61 0.69
C -2.73 2.06 0.18
C -1.38 2.30 0.88
C -0.78 3.65 0.43
C -1.63 2.37 2.40
N -0.44 1.18 0.66
N -0.06 1.00 -0.72
H -3.46 2.84 0.45
H -3.16 1.09 0.46
H -2.64 2.08 -0.91
H -1.43 4.48 0.72
H -0.65 3.70 -0.65
H 0.19 3.82 0.90
H -2.31 3.18 2.65
H -0.70 2.53 2.95
H -2.08 1.44 2.77
H -0.83 0.32 1.06
H 0.53 1.80 -1.05
H -0.87 0.81 -1.34
H 1.13 -0.66 -2.47
*
```

Record 5
Molecular formula: C14H19N3O5
Method: DFT, ωB97M-V/def2-TZVPD

## Properties
LUMO: 0.0065 hartree
Frontier orbital gap: 8.377 eV
E_HOMO: -8.20 eV

ORCA input file:
```
! RIJCOSX wB97M-V def2-TZVPD def2/J DEFGRID3
* xyz 0 1
C -1.61 -1.96 0.44
C -0.39 -1.68 -0.57
C -1.31 -0.84 1.55
C -2.62 -0.23 2.16
C -3.22 0.80 1.12
C 0.37 -0.10 -2.29
C 0.08 -0.79 -3.50
C 1.74 -0.40 -1.79
C 2.00 0.62 -0.73
C 2.47 1.92 -1.15
C 2.10 0.23 0.64
C 2.91 2.74 -0.19
C 2.30 1.25 1.68
C 2.72 2.47 1.28
H -0.86 -4.33 0.57
H -0.08 -2.85 1.85
H -2.52 -1.86 -0.06
H -0.43 -0.18 1.48
H -0.91 -1.36 2.55
H -3.67 -0.94 2.07
H -2.85 0.43 3.09
H -4.98 1.57 0.48
H -4.91 0.97 2.15
H -0.99 0.24 -0.68
H 0.08 0.83 -2.50
H 1.61 -1.53 -1.44
H 2.71 -0.45 -2.47
H 2.64 2.11 -2.29
H 1.99 -0.81 1.08
H 3.75 3.67 -0.41
H 2.16 1.18 2.93
H 3.36 2.98 3.07
H 1.00 -1.43 -4.92
N -1.20 -3.17 1.13
N -4.25 1.68 1.55
N -0.34 -0.37 -1.07
O 0.34 -2.56 -0.80
O -2.81 0.92 -0.04
O -1.01 -1.22 -3.97
O 3.24 3.42 2.14
O 1.38 -1.00 -4.14
*
```

Record 6
Molecular formula: CCl4FOP
Method: DFT, ωB97M-V/def2-TZVPD

## Properties
LUMO (spin up / spin down): -0.1052 / -0.1189 hartree
Frontier orbital gap (spin up / spin down): 8.073 / 6.707 eV
E_HOMO (spin up / spin down): -10.94 / -9.94 eV

ORCA input file:
```
! RIJCOSX wB97M-V def2-TZVPD def2/J DEFGRID3
* xyz 0 1
C -0.10 0.64 -0.31
O 1.05 -1.75 -0.66
F -1.36 1.03 -0.06
P -0.13 -1.25 0.03
Cl 0.38 0.82 -2.08
Cl 1.01 1.54 0.68
Cl -1.85 -1.91 -0.72
Cl 1.01 0.89 3.13
*
```

Record 7
Molecular formula: C6H6O2
Method: DFT, ωB97M-V/def2-TZVPD

## Properties
LUMO: 0.0269 hartree
Frontier orbital gap: 9.121 eV
E_HOMO: -8.39 eV

ORCA input file:
```
! RIJCOSX wB97M-V def2-TZVPD def2/J DEFGRID3
* xyz 0 1
C -2.09 -0.36 -0.25
C -1.60 0.90 -0.09
C -0.17 0.70 0.20
C 1.11 1.06 -0.02
C 1.95 -0.21 -0.30
O 1.09 -1.38 -0.01
C -0.11 -0.81 0.45
O -1.16 -1.33 -0.23
H -3.11 -0.76 -0.27
H -2.13 1.77 0.05
H 1.43 2.12 0.00
H 2.26 -0.23 -1.34
H 2.83 -0.36 0.33
H -0.30 -1.12 1.48
*
```

Record 8
Molecular formula: C10H22IN2O5
Method: DFT, ωB97M-V/def2-TZVPD

## Properties
LUMO: -0.1098 hartree
Frontier orbital gap: 8.372 eV
E_HOMO: -11.36 eV

ORCA input file:
```
! RIJCOSX wB97M-V def2-TZVPD def2/J DEFGRID3
* xyz 1 1
N -4.24 -0.30 1.12
C -3.73 -1.58 0.79
C -4.67 -2.71 1.21
C -6.10 -2.33 0.95
O -6.57 -2.30 -0.15
I -7.36 -1.79 2.61
O -2.44 -1.76 1.45
C -1.67 -2.73 0.97
O -0.52 -2.81 1.28
H -3.81 0.08 1.95
H -4.11 0.36 0.37
H -3.56 -1.63 -0.28
H -4.47 -3.59 0.62
H -4.51 -2.94 2.25
H -2.08 -3.47 0.28
C 5.29 2.48 0.30
O 5.30 1.53 -0.76
C 4.43 0.44 -0.65
C 3.19 0.65 -1.50
N 2.34 1.78 -0.99
C 1.61 1.57 0.32
C 0.50 0.54 0.20
O -0.57 1.04 -0.57
C -0.59 0.67 -1.94
H 6.32 2.78 0.50
H 4.73 3.38 0.01
H 4.86 2.06 1.22
H 4.18 0.22 0.40
H 4.94 -0.44 -1.04
H 2.58 -0.25 -1.56
H 3.49 0.94 -2.51
H 1.64 2.02 -1.70
H 2.93 2.60 -0.91
H 1.19 2.53 0.58
H 2.35 1.28 1.07
H 0.13 0.36 1.21
H 0.85 -0.43 -0.18
H 0.01 -0.22 -2.14
H -0.24 1.50 -2.57
H -1.62 0.47 -2.23
*
```

Record 9
Molecular formula: C4H8O2
Method: DFT, ωB97M-V/def2-TZVPD

## Properties
LUMO: 0.2760 hartree
Frontier orbital gap: 6.597 eV
E_HOMO: 0.91 eV

ORCA input file:
```
! RIJCOSX wB97M-V def2-TZVPD def2/J DEFGRID3
* xyz -2 1
O -2.81 -1.34 -0.01
C -1.98 -0.36 0.47
C -0.58 -0.31 -0.24
C 0.59 0.48 0.28
C 1.94 0.33 -0.45
O 2.90 1.19 -0.02
H -1.63 -0.56 1.50
H -2.52 0.60 0.64
H -0.51 -1.41 -0.70
H -0.88 0.10 -1.25
H 0.87 0.17 1.40
H 0.37 1.55 0.17
H 2.27 -0.69 -0.41
H 1.43 0.56 -1.45
*
```

Record 10
Molecular formula: C40H36F6N7O11
Method: DFT, ωB97M-V/def2-TZVPD

## Properties
LUMO: -0.1885 hartree
Frontier orbital gap: 5.583 eV
E_HOMO: -10.71 eV

ORCA input file:
```
! RIJCOSX wB97M-V def2-TZVPD def2/J DEFGRID3
* xyz 1 1
O 6.50 -1.27 3.01
C 7.37 -1.10 1.93
C 7.25 -2.23 0.88
C 8.54 -2.91 0.53
N 9.33 -3.26 1.54
N 10.50 -3.88 1.48
C 10.91 -4.18 0.28
C 10.18 -3.88 -0.88
C 8.95 -3.23 -0.78
C 8.14 -2.92 -2.01
C 7.49 -4.18 -2.60
C 6.23 -4.54 -1.87
F 5.65 -5.62 -2.37
F 5.34 -3.54 -1.92
F 6.46 -4.77 -0.56
C 7.10 0.25 1.26
F 7.59 1.23 2.01
F 7.68 0.32 0.06
F 5.80 0.46 1.10
H 5.62 -1.46 2.68
H 8.38 -1.01 2.33
H 6.58 -3.00 1.26
H 6.80 -1.82 -0.01
H 9.02 -3.07 2.49
H 11.86 -4.68 0.21
H 10.58 -4.16 -1.85
H 7.40 -2.15 -1.86
H 8.83 -2.54 -2.76
H 8.16 -5.03 -2.59
H 7.24 -3.97 -3.64
C 3.11 2.54 2.84
C 2.94 1.71 1.74
C 1.67 1.31 1.36
C 0.59 1.77 2.09
C 0.74 2.60 3.19
C 2.01 2.98 3.56
N -0.77 1.36 1.69
O -0.87 0.62 0.74
O -1.70 1.80 2.33
H 4.11 2.85 3.13
H 3.79 1.37 1.18
H 1.52 0.67 0.51
H -0.13 2.93 3.74
H 2.15 3.63 4.42
C -4.56 0.64 0.22
C -4.71 1.47 1.32
C -5.98 1.88 1.70
C -7.07 1.45 0.97
C -6.94 0.62 -0.13
C -5.67 0.21 -0.50
N -8.41 1.87 1.39
O -8.50 2.61 2.35
O -9.36 1.46 0.75
H -3.57 0.32 -0.07
H -3.85 1.79 1.87
H -6.11 2.53 2.56
H -7.80 0.30 -0.69
H -5.54 -0.43 -1.36
C -10.57 1.32 6.18
C -9.63 1.72 5.24
C -8.29 1.72 5.56
C -7.91 1.32 6.83
C -8.82 0.93 7.78
C -10.17 0.93 7.45
N -6.47 1.31 7.17
O -5.69 1.68 6.32
O -6.16 0.93 8.28
H -11.62 1.32 5.92
H -9.94 2.02 4.25
H -7.55 2.03 4.84
H -8.50 0.62 8.77
H -10.90 0.62 8.18
C -8.96 3.87 -3.02
C -8.44 4.56 -4.11
C -7.12 4.99 -4.09
C -6.34 4.70 -2.98
C -6.84 4.01 -1.89
C -8.17 3.60 -1.92
N -4.93 5.12 -2.97
O -4.52 5.74 -3.93
O -4.27 4.83 -1.99
H -9.99 3.53 -3.04
H -9.06 4.78 -4.97
H -6.70 5.53 -4.92
H -6.22 3.80 -1.04
H -8.58 3.05 -1.08
C 2.01 -3.56 -6.61
C 2.57 -2.72 -7.56
C 3.91 -2.37 -7.48
C 4.66 -2.88 -6.45
C 4.13 -3.73 -5.49
C 2.79 -4.06 -5.58
N 6.09 -2.52 -6.37
O 6.53 -1.78 -7.21
O 6.76 -2.99 -5.46
H 0.97 -3.84 -6.68
H 1.96 -2.33 -8.37
H 4.35 -1.71 -8.22
H 4.74 -4.11 -4.69
H 2.35 -4.72 -4.84
*
```

Record 11
Molecular formula: HI2PS
Method: DFT, ωB97M-V/def2-TZVPD

## Properties
LUMO (spin up / spin down): -0.0646 / -0.0938 hartree
Frontier orbital gap (spin up / spin down): 7.792 / 5.719 eV
E_HOMO (spin up / spin down): -9.55 / -8.27 eV

ORCA input file:
```
! RIJCOSX wB97M-V def2-TZVPD def2/J DEFGRID3
* xyz 0 1
P 5.05 0.03 0.89
S -0.38 -0.75 0.93
I 5.98 -1.91 -0.05
I 6.19 1.64 -0.47
H -0.56 -1.68 0.09
*
```

Record 12
Molecular formula: C24H28KO14PbPdS3
Method: DFT, ωB97M-V/def2-TZVPD

## Properties
LUMO (spin up / spin down): -0.1311 / -0.1796 hartree
Frontier orbital gap (spin up / spin down): 6.925 / 5.575 eV
E_HOMO (spin up / spin down): -10.49 / -10.46 eV

ORCA input file:
```
! RIJCOSX wB97M-V def2-TZVPD def2/J DEFGRID3
* xyz 1 3
K 0.07 4.03 4.04
Pd -6.01 -0.14 0.05
Pb 1.97 0.90 2.15
C -2.39 1.96 1.26
C -1.24 1.47 1.90
C -1.09 -0.05 2.12
O 0.02 -0.49 2.52
C -2.21 -0.85 1.90
C -3.38 -0.33 1.36
C -3.48 1.13 1.01
O -4.43 1.55 0.33
O -4.34 -1.10 1.11
O -0.27 2.24 2.18
H -2.40 3.00 0.99
H -2.17 -1.92 2.05
C 5.54 3.06 -0.12
C 5.56 4.30 -0.73
C 4.36 5.23 -0.57
O 4.34 6.30 -1.17
C 3.23 4.82 0.17
C 3.08 3.55 0.75
C 4.36 2.64 0.62
O 4.23 1.53 1.12
O 2.13 3.05 1.36
O 6.61 4.70 -1.28
H 6.41 2.42 -0.22
H 2.40 5.51 0.15
C -3.00 -3.24 -2.27
C -4.16 -3.59 -3.25
C -4.98 -2.33 -3.47
S -3.94 -0.95 -2.88
O -4.44 -0.55 -1.58
O -3.76 0.00 -3.97
C -2.44 -1.89 -2.70
H -2.27 -4.03 -2.18
H -3.44 -3.18 -1.27
H -4.75 -4.38 -2.78
H -3.71 -3.96 -4.17
H -5.91 -2.35 -2.89
H -5.28 -2.10 -4.49
H -1.88 -1.28 -1.98
H -2.10 -1.68 -3.71
C 0.48 -3.85 3.21
C 0.87 -3.81 4.67
C 1.68 -2.55 4.71
S 2.83 -2.66 3.33
O 3.95 -3.51 3.65
O 2.98 -1.34 2.73
C 1.73 -3.75 2.32
H -0.23 -3.05 2.99
H -0.18 -4.69 2.95
H 1.42 -4.69 4.98
H 0.01 -3.66 5.32
H 2.31 -2.44 5.60
H 1.09 -1.64 4.60
H 2.21 -4.73 2.22
H 1.57 -3.47 1.28
C 0.38 3.01 -2.42
C 1.42 2.45 -3.43
C 2.05 1.24 -2.72
S 0.76 0.53 -1.66
O 1.15 0.55 -0.24
O 0.26 -0.68 -2.27
C -0.47 1.85 -1.88
H -0.17 3.78 -2.96
H 0.89 3.39 -1.53
H 2.24 3.11 -3.69
H 0.89 2.08 -4.31
H 2.77 1.63 -2.00
H 2.39 0.45 -3.38
H -0.93 2.02 -0.91
H -1.16 1.38 -2.59
*
```

Record 13
Molecular formula: C6H12O
Method: DFT, ωB97M-V/def2-TZVPD

## Properties
LUMO: 0.0296 hartree
Frontier orbital gap: 9.624 eV
E_HOMO: -8.82 eV

ORCA input file:
```
! RIJCOSX wB97M-V def2-TZVPD def2/J DEFGRID3
* xyz 0 1
C -0.86 2.01 1.17
C -0.70 1.19 0.13
C 0.42 0.20 -0.05
C 0.19 -0.85 -1.11
C 0.93 -1.96 -1.06
C -0.88 -0.74 -2.14
H -0.08 2.22 1.90
H -1.68 2.71 1.10
H -1.13 1.53 -0.81
H 0.63 -0.31 0.90
H 1.35 0.76 -0.28
H 1.02 -2.74 -1.81
H 1.62 -2.02 -0.21
H -1.92 -0.79 -1.79
H -0.81 -1.59 -2.83
H -0.81 0.13 -2.80
O 1.15 -0.09 2.95
H 1.33 0.56 3.62
H 0.22 -0.21 3.13
*
```